Entry P
{
  "formula": "C5H9N3O",
  "method": "ωB97M-V with the def2-TZVPD basis set",
  "homo_lumo_gap_ev": 8.252,
  "lumo_energy_ev": -1.12,
  "smiles": "CN(C)C(=O)C#N.C=N",
  "species": ["C", "N", "C", "C", "O", "C", "N", "H", "H", "H", "H", "H", "H", "C", "N", "H", "H", "H"],
  "positions_angstrom": [[-1.239, -0.698, -0.822], [-0.883, 0.429, 0.012], [-1.487, 0.418, 1.338], [0.394, 1.010, -0.021], [0.702, 2.057, 0.518], [0.975, 0.875, -1.576], [1.080, 1.227, -2.679], [-1.026, -1.649, -0.332], [-0.744, -0.688, -1.790], [-2.306, -0.647, -1.022], [-1.241, -0.502, 1.892], [-1.143, 1.282, 1.910], [-2.575, 0.498, 1.220], [1.742, -0.499, 0.647], [2.085, -0.491, -0.641], [1.585, -1.455, 1.143], [2.185, 0.178, 1.365], [1.896, -1.344, -1.163]],
  "lowdin_charge": [-0.063, -0.156, -0.047, -0.506, 0.079, -0.254, 0.136, 0.088, 0.079, 0.097, 0.093, 0.092, 0.096, -0.076, 0.067, 0.088, 0.097, 0.091]
}

***

Entry Q
{
  "formula": "C5H9N3O",
  "method": "ωB97M-V with the def2-TZVPD basis set",
  "homo_lumo_gap_ev": 9.441,
  "lumo_energy_ev": 0.73,
  "smiles": "C[C@H]1/C=N\\O/C=N\\NC1",
  "species": ["C", "C", "C", "N", "O", "C", "N", "N", "C", "H", "H", "H", "H", "H", "H", "H", "H", "H"],
  "positions_angstrom": [[-0.984, -0.754, -1.336], [-0.931, 0.341, -0.257], [-1.257, -0.090, 1.128], [-0.613, -0.197, 2.232], [0.765, 0.310, 1.998], [1.581, -0.619, 1.405], [1.944, -0.581, 0.205], [1.565, 0.432, -0.621], [0.346, 1.184, -0.400], [-0.691, -0.385, -2.314], [-0.300, -1.529, -1.081], [-1.967, -1.181, -1.376], [-1.713, 1.074, -0.527], [-2.275, -0.422, 1.300], [1.972, -1.416, 1.989], [1.733, 0.120, -1.563], [0.263, 1.862, -1.266], [0.563, 1.851, 0.483]],
  "lowdin_charge": [-0.048, -0.321, -0.118, 0.128, -0.146, -0.251, 0.043, -0.066, -0.186, 0.085, 0.065, 0.073, 0.142, 0.120, 0.107, 0.112, 0.125, 0.136]
}

***

Most stable: entry Q

***

Entry P
{
  "formula": "C5H9N3O",
  "method": "ωB97M-V with the def2-TZVPD basis set",
  "homo_lumo_gap_ev": 8.820,
  "lumo_energy_ev": 0.56,
  "species": ["C", "C", "C", "C", "C", "H", "H", "H", "H", "H", "H", "H", "H", "H", "N", "N", "N", "O"],
  "positions_angstrom": [[-1.530, 0.226, -0.397], [-0.125, 2.018, 0.146], [0.948, 0.908, 0.412], [1.333, -0.250, -0.450], [0.461, -0.415, 0.706], [-1.829, -2.066, 0.953], [-1.781, -2.120, -1.059], [-2.493, -0.212, -1.050], [-0.770, 2.241, 1.043], [-0.259, 3.291, -0.357], [1.849, 1.080, 0.948], [1.115, -0.232, -1.415], [2.829, -1.474, -0.082], [0.536, -1.044, 1.557], [-1.145, -2.136, -0.013], [-0.768, -0.718, 0.130], [-1.194, 1.367, -0.560], [2.823, -0.464, -0.511]],
  "lowdin_charge": [-0.327, -0.147, -0.130, -0.207, -0.220, 0.162, 0.165, 0.161, 0.105, 0.193, 0.136, 0.112, 0.174, 0.150, 0.035, -0.243, -0.022, -0.098]
}

***

Entry Q
{
  "formula": "C5H9N3O",
  "method": "ωB97M-V with the def2-TZVPD basis set",
  "homo_lumo_gap_ev": 8.273,
  "lumo_energy_ev": 0.00,
  "species": ["C", "C", "C", "C", "C", "N", "N", "N", "O", "H", "H", "H", "H", "H", "H", "H", "H", "H"],
  "positions_angstrom": [[-0.277, 0.090, 1.807], [1.530, -1.398, 0.303], [0.124, 0.429, -0.893], [-1.061, 1.008, 1.141], [0.088, -0.918, 0.221], [-0.870, 0.300, -1.818], [1.090, 1.261, -0.855], [-1.999, 1.669, 0.804], [-0.821, -1.725, -0.038], [-0.793, 0.761, -2.711], [-1.362, -0.587, -1.780], [1.140, 1.878, -1.670], [-2.266, 1.853, -0.156], [-0.784, -0.552, 2.521], [0.658, 0.509, 2.171], [2.193, -0.586, 0.600], [1.574, -2.216, 1.024], [1.836, -1.775, -0.673]],
  "lowdin_charge": [-0.016, -0.041, -0.477, -0.143, -0.541, 0.115, 0.109, 0.261, -0.072, 0.098, 0.089, 0.042, 0.106, 0.121, 0.109, 0.066, 0.085, 0.090]
}

***

Most stable: entry Q

***

Entry P
{
  "formula": "CH2O2S",
  "method": "ωB97M-V with the def2-TZVPD basis set",
  "homo_lumo_gap_ev": 9.552,
  "lumo_energy_ev": 0.22,
  "smiles": "OC(O)=S",
  "species": ["O", "C", "O", "S", "H", "H"],
  "positions_angstrom": [[0.951, 0.015, -0.795], [-0.094, 0.084, 0.026], [-0.456, -1.173, -0.037], [-0.678, 1.328, 0.994], [1.777, 0.719, -0.522], [-1.501, -0.973, 0.334]],
  "lowdin_charge": [-0.021, -1.052, 0.006, 0.624, 0.234, 0.210]
}

***

Entry Q
{
  "formula": "CH2O2S",
  "method": "ωB97M-V with the def2-TZVPD basis set",
  "homo_lumo_gap_ev": 8.798,
  "lumo_energy_ev": 0.13,
  "species": ["C", "O", "O", "S", "H", "H"],
  "positions_angstrom": [[-0.125, 0.001, -0.022], [2.020, 0.934, -0.038], [-1.044, -0.968, -0.024], [1.439, -0.387, 0.106], [-0.314, 1.005, -0.328], [-1.976, -0.585, 0.306]],
  "lowdin_charge": [-0.508, -0.618, -0.095, 0.948, 0.086, 0.187]
}

***

Entry R
{
  "formula": "CH2O2S",
  "method": "ωB97M-V with the def2-TZVPD basis set",
  "homo_lumo_gap_ev": 9.271,
  "lumo_energy_ev": 0.41,
  "species": ["C", "O", "O", "S", "H", "H"],
  "positions_angstrom": [[2.078, -1.077, -2.022], [1.615, -1.001, -0.987], [-1.382, 0.991, 1.189], [-0.358, 0.422, 0.009], [0.445, -0.255, 0.872], [-2.397, 0.920, 0.938]],
  "lowdin_charge": [0.041, -0.116, -0.610, 0.700, -0.113, 0.098]
}

***

Entry S
{
  "formula": "CH2O2S",
  "method": "ωB97M-V with the def2-TZVPD basis set",
  "homo_lumo_gap_ev": [7.569, 7.579],
  "lumo_energy_ev": [-1.09, -1.09],
  "species": ["C", "O", "O", "S", "H", "H"],
  "positions_angstrom": [[0.616, 1.621, 0.146], [0.551, -1.087, 0.018], [1.275, -0.225, 0.850], [0.959, 2.711, 1.144], [-0.088, 1.402, -0.572], [-0.264, -1.361, 0.585]],
  "lowdin_charge": [-0.481, -0.199, -0.277, 0.831, 0.002, 0.123]
}

***

Most stable: entry P

***

Entry P
{
  "formula": "C2H12O3S2",
  "method": "ωB97M-V with the def2-TZVPD basis set",
  "homo_lumo_gap_ev": 9.287,
  "lumo_energy_ev": 0.05,
  "smiles": "CCSS.O.O.O",
  "species": ["C", "C", "S", "S", "H", "H", "H", "H", "H", "H", "O", "H", "H", "O", "H", "H", "O", "H", "H"],
  "positions_angstrom": [[0.963, 1.802, 1.510], [0.426, 2.448, 0.267], [1.302, 2.145, -1.347], [2.826, 0.750, -0.984], [1.852, 2.344, 1.859], [1.305, 0.774, 1.520], [0.277, 1.934, 2.349], [0.552, 3.526, 0.318], [-0.630, 2.235, 0.099], [2.016, -0.326, -1.019], [-0.269, -3.567, -1.497], [-0.894, -2.815, -1.548], [0.538, -3.231, -1.886], [-1.053, -0.606, -1.583], [-0.154, -0.649, -1.250], [-1.471, -0.162, -0.830], [-2.695, -1.856, 1.377], [-3.135, -2.707, 1.324], [-1.757, -2.039, 1.320]],
  "lowdin_charge": [-0.198, -0.581, 0.416, 0.333, 0.077, 0.044, 0.077, 0.050, 0.056, -0.230, -0.071, 0.015, 0.020, -0.054, -0.006, 0.044, -0.054, 0.037, 0.023]
}

***

Entry Q
{
  "formula": "C2H12O3S2",
  "method": "ωB97M-V with the def2-TZVPD basis set",
  "homo_lumo_gap_ev": 8.675,
  "lumo_energy_ev": 0.52,
  "smiles": "CSSC.O.O.O",
  "species": ["C", "S", "S", "C", "H", "H", "H", "H", "H", "H", "O", "H", "H", "O", "H", "H", "O", "H", "H"],
  "positions_angstrom": [[-3.166, 1.386, 1.010], [-1.398, 1.683, 1.175], [-1.088, 1.924, -0.863], [0.240, 0.779, -1.255], [-3.381, 0.558, 0.341], [-3.728, 2.247, 0.646], [-3.475, 1.187, 2.042], [-0.132, -0.233, -1.358], [1.144, 0.799, -0.642], [0.624, 1.147, -2.208], [-0.513, -3.560, 0.396], [-0.600, -4.491, 0.090], [-1.478, -3.385, 0.441], [3.122, -4.252, -0.491], [2.679, -3.407, -0.649], [3.662, -4.064, 0.273], [4.128, 0.183, -0.349], [4.552, -0.051, -1.167], [4.464, 1.045, -0.124]],
  "lowdin_charge": [-0.533, 0.431, 0.440, -0.496, 0.022, 0.029, 0.024, 0.025, 0.028, 0.023, -0.089, 0.049, 0.042, -0.060, 0.033, 0.024, -0.044, 0.026, 0.027]
}

***

Most stable: entry P